[1]
The following is a DFT calculation (the ωB97M-V functional and the def2-TZVPD basis) of 2 unconnected molecules or ions with the total composition C5H13NO in a non-equilibrium geometry.

The geometry in XYZ format:
```
20
Properties=species:S:1:pos:R:3:lowdin_charge:R:1
H -0.420 2.848 1.592 0.01
C -0.559 1.563 -1.087 -0.13
H -0.120 2.475 -1.313 0.05
N 0.028 -2.752 1.281 0.01
C -0.101 -1.660 -1.390 -0.08
H 0.815 -2.235 -1.807 0.11
H 0.413 1.163 0.786 0.10
H 0.027 4.296 2.000 0.07
H -0.755 -2.477 -0.986 0.07
H 0.097 -3.562 0.684 0.06
H -0.689 -1.158 -2.208 0.08
O 0.305 3.466 1.509 -0.08
H 0.600 -3.189 2.051 0.10
H -1.590 1.572 -0.702 0.09
C 0.318 0.729 -0.252 -0.24
H -0.722 1.240 -2.084 0.05
C 0.080 -0.776 -0.195 -0.31
C 0.308 -1.431 0.962 -0.21
H 1.301 0.780 -0.723 0.12
H 0.666 -0.891 1.881 0.13
```

Computed properties:
SMILES ... CC/C(C)=C/N.O
Energy above the lowest of the compared OMol25 structures with the same formula, charge and spin ... 49.3 kcal per mole
Charge ... 0
F_max ... 3.536 eV/Å
HOMO ... -7.6 eV


[2]
The following is a DFT calculation (the ωB97M-V functional and the def2-TZVPD basis) of a gas-phase ion, C3H5N2O2 (charge +1) in a non-equilibrium geometry.

The geometry in XYZ format:
```
12
Properties=species:S:1:pos:R:3:lowdin_charge:R:1
H -0.340 1.264 -1.416 0.21
O 1.580 2.031 0.123 0.16
O 2.442 -1.219 0.024 0.34
H -1.565 -0.211 0.990 0.10
H -1.725 -0.828 -0.619 0.15
N 0.095 -1.328 0.238 0.16
H -1.009 1.856 0.244 0.12
C -0.550 1.069 -0.263 -0.10
H -0.071 -2.280 0.587 0.21
N 0.889 1.092 -0.076 -0.09
C -1.070 -0.300 0.101 -0.03
C 1.324 -1.145 0.067 -0.22
```

Computed properties:
SMILES ... O=C=[NH+]CCN=O
Energy above the lowest of the compared OMol25 structures with the same formula, charge and spin ... 86.2 kcal per mole
Charge ... +1
F_max ... 3.921 eV/Å
HOMO ... -14.2 eV


- HOMO of number 2 (C3H5N2O2)?
  -14.2 eV


- Number 2 is which compound?
  C3H5N2O2


- Which value of energy above the lowest of the compared OMol25 structures with the same formula, charge and spin does entry 1 give?
  49.3 kcal per mole